1.
Computed, not measured: a single C4H5I molecule, with the ωB97M-V functional and the def2-TZVPD basis.

Calculated values
SMILES: C=C/C=C\I
HOMO energy: -8.894 eV
Orbital gap: 9.425 eV

Each line ends with the natural charge from an NBO analysis.
CARTESIAN COORDINATES (ANGSTROEM)
C1 -1.81 -0.22 1.04  -0.38
C2 -0.69 0.12 0.38  -0.21
C3 0.51 -0.41 -0.58  -0.20
C4 1.72 0.08 -1.01  -0.39
I1 2.88 1.45 -0.07  0.17
H1 -2.40 0.57 1.56  0.21
H2 -2.13 -1.18 1.25  0.19
H3 -0.48 1.30 0.45  0.20
H4 0.26 -1.18 -1.25  0.20
H5 2.15 -0.51 -1.78  0.22

---

2.
Computed, not measured: a 2-piece molecular cluster, C4H5I overall, with the ωB97M-V functional and the def2-TZVPD basis.

Calculated values
HOMO energy: -9.113 eV
Orbital gap: 8.694 eV

Each line ends with the natural charge from an NBO analysis.
CARTESIAN COORDINATES (ANGSTROEM)
C1 -2.06 1.24 -0.79  -0.82
C2 1.67 -1.35 1.00  -0.36
C3 -1.18 1.41 0.14  0.22
C4 1.01 -0.35 0.39  -0.33
I1 1.02 -0.23 -1.71  0.13
H1 -2.92 1.88 -0.73  0.29
H2 -2.18 0.59 -1.64  0.29
H3 1.83 -2.38 0.49  0.20
H4 1.86 -1.28 1.98  0.19
H5 0.96 0.48 0.87  0.19

---

3.
Computed, not measured: a single C4H5I molecule, with the ωB97M-V functional and the def2-TZVPD basis.

Calculated values
SMILES: IC=C1CC1
HOMO energy: -8.976 eV
Orbital gap: 9.325 eV

Each line ends with the natural charge from an NBO analysis.
CARTESIAN COORDINATES (ANGSTROEM)
I1 2.16 -2.73 0.56  0.11
C1 0.95 -1.04 1.02  -0.38
C2 0.21 -0.38 0.19  0.02
C3 -0.83 1.15 0.07  -0.40
C4 -0.46 0.09 -1.02  -0.47
H1 1.22 -0.52 1.94  0.24
H2 -1.64 1.26 0.74  0.22
H3 -0.34 2.06 -0.16  0.20
H4 0.04 0.56 -1.88  0.24
H5 -1.30 -0.45 -1.47  0.23

---

Which of them is the most stable, and which is the least stable? 1 and 2, in that order.

---

1.
Computed, not measured: a 2-piece molecular cluster, C4H5I overall, with the ωB97M-V functional and the def2-TZVPD basis.

Calculated values
HOMO energy: -8.944 eV
Orbital gap: 9.372 eV

Each line ends with the natural charge from an NBO analysis.
CARTESIAN COORDINATES (ANGSTROEM)
C1 0.78 1.65 -0.03  -0.45
C2 -0.85 -1.00 0.01  -0.19
C3 0.82 0.37 0.12  -0.07
C4 -2.23 -1.28 0.04  -0.45
I1 -3.76 0.21 0.00  0.11
H1 1.65 2.13 0.01  0.21
H2 -0.18 2.09 -0.36  0.23
H3 -0.07 -1.71 -0.17  0.18
H4 1.67 -0.24 0.31  0.18
H5 -2.67 -2.27 -0.35  0.24

---

2.
Computed, not measured: a 2-piece molecular cluster, C4H5I overall, with the ωB97M-V functional and the def2-TZVPD basis.

Calculated values
HOMO energy: -9.210 eV
Orbital gap: 7.815 eV

Each line ends with the natural charge from an NBO analysis.
CARTESIAN COORDINATES (ANGSTROEM)
C1 2.23 0.55 -1.69  -0.46
C2 1.40 0.66 -0.84  -0.17
C3 -1.42 -0.50 0.24  -0.74
C4 -0.38 0.24 0.99  -0.10
I1 0.77 -0.75 2.41  0.28
H1 2.97 0.58 -2.44  0.22
H2 -1.79 0.11 -0.58  0.25
H3 -2.26 -0.73 0.91  0.25
H4 -1.04 -1.45 -0.15  0.25
H5 -0.47 1.29 1.15  0.20

---

3.
Computed, not measured: C4H5I as an isolated structure, with the ωB97M-V functional and the def2-TZVPD basis.

Calculated values
HOMO energy (spin up / spin down): -8.780 / -8.747 eV
Orbital gap (spin up / spin down): 6.940 / 6.833 eV

Each line ends with the natural charge from an NBO analysis.
CARTESIAN COORDINATES (ANGSTROEM)
C1 0.39 0.34 -0.02  -0.06
C2 1.01 1.50 0.05  -0.30
C3 0.26 -1.15 0.43  -0.49
C4 -0.53 -0.49 -0.63  -0.02
I1 -3.27 0.16 0.04  -0.33
H1 0.29 2.25 -0.20  0.23
H2 1.93 1.80 0.54  0.23
H3 0.80 -2.00 0.09  0.22
H4 -0.23 -1.48 1.35  0.26
H5 -0.68 -0.93 -1.64  0.25

---

Which of them is the most stable, and which is the least stable? 3 and 2, in that order.

---

1.
Computed, not measured: a 2-piece molecular cluster, C4H6N2O overall, with the ωB97M-V functional and the def2-TZVPD basis.

Calculated values
HOMO energy (spin up / spin down): -8.575 / -8.810 eV
Orbital gap (spin up / spin down): 8.072 / 8.077 eV

Each line ends with the natural charge from an NBO analysis.
CARTESIAN COORDINATES (ANGSTROEM)
C1 1.10 -1.24 0.35  0.18
C2 -1.05 0.13 -1.04  -0.61
C3 -1.04 0.15 0.47  -0.41
C4 0.31 -0.39 1.09  -0.27
N1 1.93 -1.49 -0.41  -0.33
N2 1.75 1.24 0.40  0.26
O1 2.26 0.84 -0.55  -0.13
H1 -0.72 -0.78 -1.44  0.22
H2 -0.04 0.66 -1.23  0.20
H3 -1.93 0.49 -1.46  0.22
H4 -1.24 1.11 0.68  0.21
H5 -1.82 -0.47 0.94  0.21
H6 0.48 -0.25 2.20  0.25

---

2.
Computed, not measured: a single C4H6N2O molecule, with the ωB97M-V functional and the def2-TZVPD basis.

Calculated values
SMILES: C/C=C(\N)N=C=O
HOMO energy: -8.041 eV
Orbital gap: 8.840 eV

Each line ends with the natural charge from an NBO analysis.
CARTESIAN COORDINATES (ANGSTROEM)
C1 0.61 -0.08 1.65  -0.64
C2 -0.40 0.16 0.58  -0.32
C3 -0.12 0.26 -0.75  0.31
N1 1.17 0.42 -1.19  -0.81
N2 -1.15 0.20 -1.66  -0.58
C4 -1.80 -0.78 -1.50  0.91
O1 -2.32 -1.74 -1.05  -0.48
H1 1.25 -0.92 1.37  0.22
H2 1.23 0.80 1.86  0.20
H3 0.09 -0.36 2.57  0.22
H4 -1.42 0.29 0.92  0.20
H5 1.69 1.08 -0.62  0.39
H6 1.19 0.69 -2.17  0.38

---

Which of them is the most stable, and which is the least stable? 2 and 1, in that order.